No. 1
Density functional theory data (wB97M-V/def2-TZVPD) for a 2-piece molecular cluster, C3H8O2 overall.

ORCA input file:
```
! wB97M-V def2-TZVPD RIJCOSX def2/J DEFGRID3
* xyz 0 1
C 0.922 -0.861 0.940
C 0.041 -0.753 -0.069
O 0.025 0.268 -0.893
C -0.967 -1.848 -0.403
H 0.701 -1.848 1.432
H 1.799 -0.298 1.025
H 0.086 1.239 -0.498
H -1.421 -2.457 0.452
H -1.995 -1.672 -0.908
H -0.408 -2.594 -1.055
H 0.613 3.350 0.724
H -0.191 2.010 0.980
O 0.079 2.613 0.274
*
```

Properties
M   76.1 g mol⁻¹
Orbital gap   8.89 eV
Energy   -269.51900 hartree
Energy relative to the best compared isomer or geometry (same formula, charge and spin)   47.6 kcal per mole

Mulliken population analysis, charges in e, atoms 1 to 6:
1 C -0.895
2 C 0.655
3 O -0.583
4 C -1.131
5 H 0.217
6 H 0.388

=====

No. 2
Density functional theory data (wB97M-V/def2-TZVPD) for an isolated ion of composition C6H12N and charge +1.

ORCA input file:
```
! wB97M-V def2-TZVPD RIJCOSX def2/J DEFGRID3
* xyz 1 1
C -1.913 0.199 0.059
C -2.673 -0.860 0.238
C -1.393 1.580 0.034
C -0.420 0.550 -0.663
C 0.923 -1.497 -0.302
C 1.716 0.827 0.318
N 0.576 -0.120 0.156
H -2.220 -1.745 0.095
H -3.632 -0.737 0.627
H -1.826 2.318 -0.708
H -1.147 1.901 0.995
H -0.444 0.591 -1.796
H 1.425 -2.097 0.560
H 0.079 -1.974 -0.575
H 1.581 -1.464 -1.071
H 1.230 1.634 0.817
H 2.391 0.305 0.921
H 2.113 1.199 -0.578
H 0.055 -0.193 1.104
*
```

Properties
M   98.2 g mol⁻¹
Orbital gap   10.66 eV
Energy   -290.18082 hartree
Energy relative to the best compared isomer or geometry (same formula, charge and spin)   88.5 kcal per mole

Mulliken population analysis, charges in e, atoms 1 to 6:
1 C 0.344
2 C -0.799
3 C -0.422
4 C -0.562
5 C -0.935
6 C -0.882

=====

No. 3
Density functional theory data (wB97M-V/def2-TZVPD) for C27H43IN4O6Re as an isolated structure.

ORCA input file:
```
! wB97M-V def2-TZVPD RIJCOSX def2/J DEFGRID3
* xyz 2 2
Re 0.658 0.696 0.080
C -2.489 -1.009 3.095
C -2.081 -0.393 1.760
C -1.880 -1.491 0.699
C -2.855 -1.541 -0.508
C -4.145 -0.735 -0.335
C -3.239 -2.983 -0.832
N -2.152 -0.913 -1.695
C -1.064 -1.638 -2.419
C -0.002 -2.400 -1.613
N 1.182 -1.644 -1.131
C 1.984 -1.274 -2.314
C 2.129 0.263 -2.503
O 2.360 0.719 -3.589
O 1.990 0.923 -1.408
C 2.013 -2.473 -0.172
C 1.771 -3.986 -0.246
C 1.930 -2.040 1.303
C 2.838 -0.868 1.768
C 4.086 -0.675 0.901
C 3.309 -1.160 3.195
N 2.083 0.423 1.673
C 1.357 0.957 2.858
C -0.054 0.383 3.027
N -0.891 0.551 1.810
C -1.468 1.904 1.681
C -1.954 2.034 0.210
O -2.940 2.646 -0.092
O -1.260 1.321 -0.648
H -3.441 -1.514 2.951
H -2.639 -0.254 3.858
H -1.783 -1.750 3.459
H -2.925 0.223 1.454
H -1.899 -2.465 1.193
H -0.877 -1.329 0.306
H -4.639 -0.987 0.599
H -4.849 -0.976 -1.125
H -3.987 0.341 -0.358
H -3.883 -3.365 -0.046
H -2.387 -3.649 -0.908
H -3.797 -3.044 -1.761
H -2.871 -0.717 -2.396
H -1.819 0.048 -1.370
H -0.584 -0.905 -3.072
H -1.545 -2.385 -3.055
H 0.358 -3.177 -2.298
H -0.463 -2.903 -0.771
H 1.564 -1.667 -3.241
H 3.008 -1.650 -2.251
H 3.048 -2.328 -0.474
H 0.837 -4.288 0.217
H 2.574 -4.480 0.292
H 1.805 -4.358 -1.264
H 2.237 -2.911 1.882
H 0.897 -1.833 1.579
H 4.629 -1.609 0.792
H 4.760 0.027 1.387
H 3.836 -0.280 -0.083
H 4.004 -1.995 3.166
H 2.491 -1.430 3.859
H 3.849 -0.315 3.612
H 2.799 1.129 1.470
H 1.296 2.042 2.729
H 1.914 0.779 3.778
H -0.519 0.870 3.892
H 0.023 -0.685 3.242
H -0.729 2.679 1.890
H -2.316 2.072 2.351
I -1.054 5.615 -5.780
C -0.455 5.032 -3.841
C -0.352 5.985 -2.832
C 0.028 5.590 -1.566
C 0.316 4.250 -1.304
C 0.216 3.308 -2.322
C -0.171 3.693 -3.589
C 0.725 3.910 0.113
O 0.813 4.802 0.932
O 0.951 2.691 0.462
H -0.559 7.024 -3.030
H 0.114 6.308 -0.763
H 0.463 2.277 -2.139
H -0.230 2.960 -4.376
*
```

Properties
M   832.8 g mol⁻¹
Orbital gap (spin up / spin down)   3.73 / 4.14 eV
Energy   -2100.50555 hartree
Energy relative to the best compared isomer or geometry (same formula, charge and spin)   34.0 kcal per mole

Mulliken population analysis, charges in e, atoms 1 to 6:
1 Re 4.969
2 C -1.707
3 C -0.864
4 C 0.595
5 C 1.098
6 C -1.852

=====

Q: The lowest energy relative to the best compared isomer or geometry (same formula, charge and spin) belongs to which entry?
A: C27H43IN4O6Re